Record 1
Here is C4H9FN as an isolated structure at a distorted geometry from the Open Molecules 2025 dataset. Energies are from ωB97M-V/def2-TZVPD.

Summary:
Net charge   +1
Highest occupied orbital energy   -0.6241 Ha
ΔE to the lowest compared entry with this formula, charge and spin   4.438 eV

CARTESIAN COORDINATES (ANGSTROEM)
F  2.368  0.798  0.021
N  1.056  -0.287  0.139
C  1.512  -1.526  0.608
C  -1.331  -0.136  -0.132
C  -0.001  0.360  -0.209
C  0.055  1.862  -0.408
H  2.601  -1.426  0.625
H  -0.197  2.317  -1.305
H  -0.809  2.249  0.297
H  -1.663  -0.517  -1.079
H  -1.964  0.604  0.233
H  1.102  -2.047  1.556
H  -1.481  -0.960  0.579
H  0.990  2.197  -0.088
H  1.461  -2.243  -0.258

Atoms 1-6, force components in eV/Å:
F -2.9659 -3.4684 0.4253
N 1.5542 4.2282 -0.4982
C 0.9017 -2.8974 -0.6003
C -1.0275 -3.5346 0.7652
C 2.0390 2.3131 0.4089
C -1.9103 -0.4666 3.1986

---

Record 2
Here is an isolated ion of composition C4H9FN2OP and charge +1 at a distorted geometry from the Open Molecules 2025 dataset. Energies are from ωB97M-V/def2-TZVPD.

Summary:
Net charge   +1
Highest occupied orbital energy   -0.4795 Ha
ΔE to the lowest compared entry with this formula, charge and spin   0.554 eV
Structure (SMILES)   [NH2+]=C(O)NC/C=C(\F)P

CARTESIAN COORDINATES (ANGSTROEM)
P  3.647  -0.145  0.100
F  1.189  -1.202  -0.458
O  -1.035  -0.737  1.215
N  -2.512  -1.503  -0.304
N  -1.500  0.562  -0.529
C  -0.559  1.526  -0.185
C  1.011  1.086  0.116
C  1.800  -0.028  -0.115
C  -1.662  -0.605  0.128
H  1.630  1.954  0.210
H  -0.581  2.455  -0.871
H  -2.709  -2.418  0.124
H  3.877  -1.432  -0.315
H  -0.124  -0.363  1.240
H  -1.713  0.517  -1.529
H  -3.125  -1.179  -1.086
H  3.200  -0.428  1.450
H  -0.834  1.938  0.808

Atoms 1-6, force components in eV/Å:
P -0.9690 1.5463 1.5052
F -0.1130 0.1085 -0.0284
O 0.8285 -1.4072 2.1239
N -1.4410 -0.0967 -1.2094
N -1.2272 -2.1239 -2.5447
C 3.4375 2.3407 2.2111

---

Record 3
Here is a 2-piece molecular cluster, C4H9FNO overall at a distorted geometry from the Open Molecules 2025 dataset. Energies are from ωB97M-V/def2-TZVPD.

Summary:
Net charge   +1
Highest occupied orbital energy   -0.5596 Ha
ΔE to the lowest compared entry with this formula, charge and spin   1.697 eV

CARTESIAN COORDINATES (ANGSTROEM)
F  -0.444  -1.068  0.960
O  1.864  2.134  -0.612
N  -0.241  1.575  0.515
C  -0.790  -0.141  -1.814
C  0.897  1.497  -0.640
C  0.412  0.511  -1.644
C  0.232  -2.007  1.704
H  1.249  -1.670  1.576
H  -0.978  -0.927  -2.558
H  1.343  0.375  -2.208
H  -0.023  2.214  1.256
H  -1.051  1.920  0.014
H  -0.272  -2.145  2.630
H  0.120  -3.001  1.074
H  -1.791  0.067  -1.213
H  -0.528  0.666  0.960

Atoms 1-6, force components in eV/Å:
F -1.5353 1.2860 -0.6334
O 0.5352 0.5851 0.6232
N 0.0431 -0.2771 0.1258
C -0.2575 1.4492 1.3894
C -2.9543 -1.7826 -0.2514
C -0.1894 -0.6431 -0.3434

---

Record 4
Here is one molecule with the formula C4H9FO at a distorted geometry from the Open Molecules 2025 dataset. Energies are from ωB97M-V/def2-TZVPD.

Summary:
Highest occupied orbital energy   -0.3818 Ha
ΔE to the lowest compared entry with this formula, charge and spin   0.295 eV
Structure (SMILES)   OCCCCF

CARTESIAN COORDINATES (ANGSTROEM)
F  -0.305  2.512  0.511
O  1.537  -2.022  -1.507
C  -0.900  1.471  1.305
C  0.594  -0.267  0.116
C  0.462  -1.135  -1.180
C  -0.819  0.219  0.548
H  0.326  -0.468  -2.031
H  -1.345  -0.559  1.145
H  2.248  -1.464  -1.782
H  1.074  -0.835  0.900
H  -1.939  1.806  1.457
H  -1.358  0.396  -0.387
H  1.176  0.616  -0.193
H  -0.348  1.527  2.255
H  -0.403  -1.797  -1.156

Atoms 1-6, force components in eV/Å:
F -0.3124 -0.4733 0.3543
O -0.6443 0.1236 0.7861
C 0.4605 2.2928 0.2364
C -0.5567 0.0845 -1.0751
C -0.1207 -0.2709 0.1082
C 0.2822 -1.5182 -0.6443

---

Record 5
Here is a 2-piece molecular cluster, C4H9FOS overall at a distorted geometry from the Open Molecules 2025 dataset. Energies are from ωB97M-V/def2-TZVPD.

Summary:
Highest occupied orbital energy   -0.3264 Ha
ΔE to the lowest compared entry with this formula, charge and spin   4.969 eV

CARTESIAN COORDINATES (ANGSTROEM)
S  -0.588  -0.729  -1.007
F  -1.737  1.065  0.862
O  0.401  -1.768  -1.049
C  0.002  0.186  0.538
C  0.997  1.234  0.440
C  0.124  -0.723  1.796
C  -0.441  0.130  -2.374
H  1.030  -1.316  1.767
H  -1.393  0.577  -2.617
H  -1.805  -1.019  -0.466
H  -0.749  -1.426  1.915
H  1.520  0.907  -0.441
H  1.784  1.220  1.231
H  0.176  -0.081  2.600
H  0.578  2.109  0.002
H  0.101  -0.365  -3.197

Atoms 1-6, force components in eV/Å:
S 2.3562 1.9304 -0.1538
F 2.9819 -1.6560 -0.6822
O 0.4428 -1.9711 0.9681
C -3.2140 -0.6762 2.2316
C 0.8496 -1.0517 -0.6300
C -1.7632 -1.0651 -2.7079

---

Record 6
Here is one molecule with the formula C4H9FS at a distorted geometry from the Open Molecules 2025 dataset. Energies are from ωB97M-V/def2-TZVPD.

Summary:
Highest occupied orbital energy   -0.3377 Ha
ΔE to the lowest compared entry with this formula, charge and spin   1.053 eV
Structure (SMILES)   C[C@@H](F)CCS

CARTESIAN COORDINATES (ANGSTROEM)
S  -2.375  0.137  -0.177
F  2.310  -0.395  0.164
C  0.743  1.269  0.117
C  -1.115  -0.860  0.621
C  1.082  -0.037  -0.438
C  0.048  -1.098  -0.391
H  1.681  1.745  0.280
H  0.027  1.912  -0.406
H  0.536  -2.082  -0.319
H  -1.754  1.382  -0.160
H  1.377  0.162  -1.519
H  -0.798  -0.254  1.556
H  -0.496  -1.199  -1.302
H  -1.555  -1.841  0.867
H  0.290  1.157  1.106

Atoms 1-6, force components in eV/Å:
S -0.6490 1.1865 -0.1127
F -0.5205 -0.5842 0.2654
C -1.0762 1.2330 1.7033
C 1.4761 0.5487 1.0546
C 1.3891 0.5223 -3.1539
C -0.6583 -1.2903 1.2090

---

Record 7
Here is a 2-piece molecular cluster, C4H9FSi overall at a distorted geometry from the Open Molecules 2025 dataset. Energies are from ωB97M-V/def2-TZVPD.

Summary:
Highest occupied orbital energy   -0.3302 Ha
ΔE to the lowest compared entry with this formula, charge and spin   3.355 eV

CARTESIAN COORDINATES (ANGSTROEM)
Si  0.272  0.119  -0.052
F  0.876  -2.587  -0.387
C  -1.381  -0.428  -0.796
C  1.567  0.724  -1.176
C  0.631  0.253  1.802
C  -2.467  -0.418  -0.037
H  1.198  1.277  2.031
H  2.395  1.374  -0.668
H  1.298  -0.599  1.888
H  -1.507  -0.477  -1.844
H  -2.487  0.003  0.896
H  -0.219  0.214  2.524
H  2.073  -0.104  -1.622
H  -3.381  -0.688  -0.447
H  1.132  1.339  -2.112

Atoms 1-6, force components in eV/Å:
Si -0.5353 -3.0616 -0.0587
F -0.3479 2.4108 0.3760
C 1.3165 1.7306 1.4175
C 0.6476 3.3124 -1.2592
C -0.0651 2.5357 -0.1657
C 0.9470 -0.0020 -1.5403

---

Record 8
Here is a 3-piece molecular cluster, C4H9INO overall at a distorted geometry from the Open Molecules 2025 dataset. Energies are from ωB97M-V/def2-TZVPD.

Summary:
Spin multiplicity   3
Net charge   +1
Highest occupied orbital energy (spin up / spin down)   -0.3547 / -0.5292 Ha
ΔE to the lowest compared entry with this formula, charge and spin   0.477 eV

CARTESIAN COORDINATES (ANGSTROEM)
I  -4.367  1.272  -0.279
O  -0.606  -4.632  2.100
N  0.097  -0.626  0.331
C  0.858  0.084  1.300
C  0.648  -0.877  -0.945
C  -1.039  -1.253  0.644
C  -1.179  -3.814  1.640
H  1.917  -0.063  1.034
H  0.489  1.168  1.326
H  0.971  -1.983  -1.031
H  -1.463  -1.235  1.631
H  -2.842  0.583  -0.032
H  0.640  -0.413  2.325
H  -1.629  -1.699  -0.113
H  1.432  -0.253  -1.216
H  -0.177  -0.837  -1.649

Atoms 1-6, force components in eV/Å:
I -2.0289 0.9882 -0.3535
O 1.6346 -2.3016 1.2928
N -1.8853 -1.8196 1.0251
C -0.3463 0.3349 2.2379
C -1.0515 -3.4693 -1.2653
C 0.3380 2.5060 -0.2274